Entry from OMol25: a structure of composition C36H36N2O5P2V in a non-equilibrium geometry (the ωB97M-V functional and the def2-TZVPD basis).

Results
E_LUMO (spin up / spin down), eV: 0.4 / 0.4
2S+1: 2
HOMO (spin up / spin down), eV: -6.694 / -5.988
Molecular weight, g/mol: 689.585
Expectation value of S²: 0.777
F_max, eV Å⁻¹: 1.355
Frontier orbital gap (spin up / spin down), eV: 7.1 / 6.4

XYZ file:
```
82
Properties=species:S:1:pos:R:3:forces:R:3:lowdin_charge:R:1
V 2.2302 0.1776 -0.9164 -0.973 0.856 0.399 0.859
N 4.2127 0.9754 -0.8898 0.564 0.437 0.082 -0.037
C 5.0512 0.0560 -1.6918 0.014 -0.219 0.176 -0.122
C 4.5821 -1.3621 -1.3250 0.225 0.059 -0.260 -0.529
O 5.3737 -2.2467 -1.0469 0.003 0.073 0.016 0.054
N 3.2354 -1.4114 -1.2992 0.254 -0.626 -0.465 -0.082
C 2.6066 -2.3005 -0.3352 0.199 -0.211 0.379 -0.098
C 2.0573 -1.2464 0.6450 -0.797 -0.641 -0.052 -0.648
O 0.8327 -1.2369 1.0679 -0.159 -0.154 0.365 -0.186
O 2.9049 -0.3737 1.0051 0.109 0.271 -0.086 -0.071
H 4.4333 1.9435 -1.0960 -0.027 0.030 -0.067 0.098
H 4.4224 0.8236 0.0943 0.074 0.007 0.023 0.100
H 6.1138 0.1469 -1.4688 0.001 0.017 -0.066 0.119
H 4.8790 0.2422 -2.7533 0.020 0.037 -0.008 0.112
H 3.3421 -2.9447 0.1552 -0.027 -0.048 -0.051 0.128
H 1.8109 -2.8969 -0.7686 -0.034 -0.049 -0.017 0.100
C 1.7718 3.7611 -1.5234 -0.015 -0.115 0.092 -0.036
C 1.2764 2.5866 -2.3220 -0.083 0.209 -0.151 -0.298
C 2.1723 1.7480 -2.9937 -0.131 0.131 -0.326 -0.122
C 1.7016 0.7372 -3.8365 0.043 0.125 -0.071 -0.076
C 0.3400 0.5850 -4.0453 -0.003 -0.005 -0.008 -0.101
C -0.5537 1.3974 -3.3673 -0.029 -0.086 0.024 -0.079
C -0.0892 2.3705 -2.4946 0.057 -0.008 0.031 -0.045
H 2.7431 4.0977 -1.8884 -0.003 0.025 -0.006 0.080
H 1.8632 3.4987 -0.4681 0.005 -0.011 -0.008 0.066
H 1.0683 4.5898 -1.5968 0.028 0.037 0.008 0.084
H 3.2217 2.0138 -3.0266 0.025 -0.112 0.164 0.103
H 2.4060 0.1451 -4.4065 0.014 -0.087 0.098 0.115
H -0.0169 -0.1597 -4.7437 0.001 -0.014 0.018 0.105
H -1.6195 1.2664 -3.5110 0.012 0.010 -0.017 0.109
H -0.7930 3.0078 -1.9696 0.014 0.020 -0.005 0.116
O 0.3386 -0.9883 -1.4855 0.678 0.414 0.041 -0.337
P -0.7729 -1.3292 -0.5323 -0.718 -0.194 0.243 0.774
C -1.3852 0.1007 0.4411 0.655 -0.300 0.151 -0.265
P -0.1117 1.0921 1.2921 -1.056 0.306 0.235 0.803
O 1.0568 1.5089 0.4468 0.537 -0.419 -0.447 -0.350
C -0.9956 2.6796 1.5920 0.290 -0.083 -0.036 -0.257
C -2.2340 3.0533 1.0879 -0.014 -0.125 -0.013 -0.083
C -2.7420 4.3219 1.3421 -0.051 0.046 -0.006 -0.083
C -2.0157 5.2271 2.0979 -0.050 0.023 -0.028 -0.086
C -0.7723 4.8667 2.6023 0.032 -0.039 -0.005 -0.073
C -0.2688 3.6030 2.3483 -0.069 0.038 -0.002 -0.077
C 0.0497 0.5762 3.0272 0.096 -0.072 -0.230 -0.279
C -1.1277 0.3996 3.7493 0.032 0.019 -0.057 -0.089
C -1.0781 0.0481 5.0890 -0.037 0.004 -0.005 -0.078
C 0.1498 -0.0970 5.7191 -0.032 0.013 0.006 -0.082
C 1.3224 0.1031 5.0052 0.020 0.008 0.066 -0.065
C 1.2771 0.4345 3.6594 0.053 -0.028 -0.119 -0.056
C -0.9552 -2.9789 0.2296 0.076 0.290 -0.071 -0.268
C -0.8634 -4.0667 -0.6343 0.013 0.077 0.071 -0.075
C -1.0656 -5.3514 -0.1541 0.017 -0.005 -0.036 -0.073
C -1.3866 -5.5478 1.1811 -0.030 -0.047 0.029 -0.085
C -1.4849 -4.4632 2.0413 -0.016 0.049 0.025 -0.074
C -1.2615 -3.1785 1.5695 0.069 0.079 -0.039 -0.067
C -2.2685 -1.5163 -1.6037 0.192 -0.018 -0.097 -0.270
C -3.5416 -1.6399 -1.0497 0.000 0.042 -0.003 -0.083
C -4.6460 -1.8518 -1.8588 -0.042 0.003 -0.005 -0.081
C -4.4901 -1.9583 -3.2352 -0.017 -0.004 -0.023 -0.089
C -3.2263 -1.8580 -3.7959 -0.034 -0.005 0.008 -0.076
C -2.1235 -1.6402 -2.9807 0.105 0.050 0.002 -0.090
H -2.1519 -0.2139 1.1483 -0.055 0.030 0.016 0.070
H -1.8404 0.7456 -0.3131 -0.042 -0.021 0.044 0.063
H -2.8219 2.3587 0.4990 -0.012 0.065 0.017 0.095
H -3.7096 4.6036 0.9462 0.001 -0.019 0.003 0.103
H -2.4205 6.2120 2.2925 0.022 -0.001 0.012 0.103
H -0.1980 5.5671 3.1952 -0.011 0.007 -0.011 0.105
H 0.7010 3.3186 2.7409 0.000 0.038 0.028 0.112
H -2.0873 0.5570 3.2690 -0.035 -0.015 0.054 0.105
H -1.9970 -0.1006 5.6417 0.009 0.010 -0.001 0.104
H 0.1883 -0.3570 6.7692 0.018 -0.020 -0.012 0.103
H 2.2781 -0.0106 5.5008 0.007 0.009 -0.036 0.107
H 2.1842 0.5539 3.0831 0.041 -0.041 -0.041 0.105
H -0.6300 -3.8971 -1.6794 -0.025 -0.077 -0.016 0.115
H -0.9847 -6.1975 -0.8244 0.011 0.009 0.006 0.105
H -1.5636 -6.5491 1.5528 0.026 0.004 0.000 0.102
H -1.7219 -4.6157 3.0866 -0.009 -0.014 -0.011 0.104
H -1.2951 -2.3318 2.2443 0.023 -0.023 0.049 0.100
H -3.6758 -1.5911 0.0258 -0.015 -0.012 0.006 0.104
H -5.6311 -1.9449 -1.4192 0.010 0.004 0.015 0.102
H -5.3536 -2.1288 -3.8655 0.004 0.002 0.001 0.101
H -3.0987 -1.9519 -4.8672 0.005 -0.008 0.003 0.104
H -1.1279 -1.5673 -3.4007 -0.055 -0.009 0.012 0.086
```
Positions in Å, forces in eV/Å.